The following is a quantum chemistry calculation of a gas-phase ion, C2H6BClN4O3P (charge +1), from the OMol25 dataset.

XYZ file:
```
18
Properties=species:S:1:pos:R:3:forces:R:3
C -0.643866 2.669593 0.777700 0.07 0.05 0.03
N -0.101375 1.312034 0.877766 0.03 -0.16 -0.08
N 0.555868 0.943213 1.926870 -0.06 0.16 0.02
N 0.877180 -0.313154 1.800070 -0.06 -0.15 -0.02
C 0.403597 -0.744851 0.623484 0.08 0.06 0.00
B 0.629891 -2.298605 0.219450 0.06 0.02 0.19
O 1.304211 -2.592025 -0.908669 -0.34 0.55 -0.24
O 0.220038 -3.230364 1.097763 -0.35 -0.18 -0.47
N -0.222966 0.283441 0.011406 0.37 0.11 0.02
P -1.140375 0.138948 -1.663312 -0.30 -0.21 -0.02
O -0.017022 -0.628159 -2.461985 -0.05 0.12 0.11
Cl -0.912012 2.039558 -2.308416 0.05 0.10 -0.05
H -1.728859 2.631681 0.734245 -0.01 0.00 -0.06
H -0.315287 3.165444 1.683882 -0.06 -0.02 0.10
H -0.223725 3.176790 -0.081896 -0.03 -0.02 0.00
H 0.982484 -3.360912 -1.388432 0.37 -0.43 0.18
H -0.493272 -3.010546 1.700664 0.14 0.09 0.34
H 0.825489 -0.182085 -2.640590 0.09 -0.11 -0.06
```
Positions in Å, forces in eV/Å.

Summary:
Charge: +1
Structure (SMILES): Cn1nnc(B(O)O)[n+]1P(O)Cl
HOMO level in eV: -15.2
Maximum force in eV/Å: 0.7
LUMO level in eV: -4.374
E in eV: -36757.548
Kohn-Sham gap in eV: 10.8384

Charges in e, computed with Mulliken, in the same order as the atoms: C -0.77; N 0.77; N -0.41; N -0.21; C 0.09; B 0.53; O -0.42; O -0.47; N 0.01; P 0.36; O -0.36; Cl -0.15; H 0.35; H 0.34; H 0.33; H 0.32; H 0.33; H 0.36

The following is a quantum chemistry calculation of 2 unconnected molecules or ions with the total composition C2H6BNO in a non-equilibrium geometry, from the OMol25 dataset.

XYZ file:
```
11
Properties=species:S:1:pos:R:3:forces:R:3
B 1.085572 -0.850527 -0.185812 1.51 -3.65 1.04
C -0.918488 0.209390 -0.047664 -0.31 0.97 -4.39
C 0.208932 1.181954 0.085493 -0.41 0.22 1.70
N -0.273753 -1.075292 0.042793 -1.11 -0.83 0.62
O 1.384849 0.486975 -0.237338 1.39 -0.94 -1.07
H 1.977631 -2.392594 -0.047132 -1.49 3.64 -0.52
H -1.673123 0.487465 0.630809 -1.17 -0.28 0.80
H -1.241155 0.467898 -1.156358 -0.38 -1.19 1.86
H 0.027116 2.078192 -0.516307 0.52 -0.10 0.36
H 0.243775 1.333343 1.164852 0.46 1.05 0.11
H -0.821356 -1.926807 0.266659 1.00 1.11 -0.51
```
Positions in Å, forces in eV/Å.

Summary:
HOMO level in eV: -9.5
Maximum force in eV/Å: 4.5
LUMO level in eV: 0.780
E in eV: -6384.380
Kohn-Sham gap in eV: 10.2981

Charges in e, computed with Mulliken, in the same order as the atoms: B 0.11; C -0.36; C -0.33; N -0.18; O -0.43; H -0.09; H 0.32; H 0.19; H 0.30; H 0.25; H 0.20

The following is a quantum chemistry calculation of a molecular structure, C2H6Br2Si in a non-equilibrium geometry, from the OMol25 dataset.

XYZ file:
```
11
Properties=species:S:1:pos:R:3:forces:R:3
C -2.870437 1.325467 0.754349 0.58 0.14 3.37
C 3.013309 -1.966596 -0.563136 -0.76 3.79 -0.04
Si 1.603809 -0.898848 -0.776924 1.56 -1.36 0.29
Br 4.674355 -0.888227 -0.283319 -0.95 -1.00 -0.19
Br 1.460432 1.317057 -0.668808 0.29 -0.82 0.04
H -3.935225 1.055111 0.878548 0.88 -0.49 -0.34
H -2.042832 0.577194 0.766840 -1.24 -0.03 0.40
H -2.659771 2.083356 1.581486 -0.15 -1.10 -0.81
H -2.678003 1.857992 -0.093316 -0.05 1.47 -2.63
H 3.172130 -3.003536 -0.728660 0.00 -0.57 -0.02
H 0.262232 -1.458968 -0.867060 -0.16 -0.04 -0.07
```
Positions in Å, forces in eV/Å.

Summary:
HOMO level in eV: -8.5
Maximum force in eV/Å: 3.9
LUMO level in eV: -0.118
E in eV: -150132.452
Kohn-Sham gap in eV: 8.3671

Charges in e, computed with Mulliken, in the same order as the atoms: C -0.91; C -0.44; Si 0.40; Br -0.20; Br -0.13; H 0.26; H 0.16; H 0.23; H 0.27; H 0.41; H -0.06